(1)
The following is a DFT calculation (ωB97M-V/def2-TZVPD) of a cluster of 14 separate species, C57H82F8O27 in total.

XYZ file:
```
174
Properties=species:S:1:pos:R:3
O 0.758 1.075 -4.302
C 0.546 1.775 -5.251
O -0.345 1.486 -6.199
C -0.280 2.446 -7.268
C 0.391 3.682 -6.691
C 1.224 3.102 -5.530
H -1.290 2.522 -7.671
H 0.283 2.043 -8.116
H -0.272 4.448 -6.287
H 0.990 4.205 -7.435
H 1.164 3.681 -4.610
H 2.276 2.964 -5.777
O -0.771 -4.899 2.193
C -1.645 -4.102 2.291
O -1.361 -2.850 2.767
C -2.519 -2.035 2.850
C -3.580 -2.783 2.048
C -3.157 -4.247 2.108
H -2.322 -1.075 2.390
H -2.872 -1.844 3.869
H -3.508 -2.434 1.013
H -4.585 -2.569 2.411
H -3.398 -4.833 1.229
H -3.575 -4.713 3.002
O -3.839 5.494 2.202
C -3.208 5.214 3.176
O -2.413 4.126 3.257
C -1.972 3.902 4.633
C -2.030 5.290 5.226
C -3.247 5.919 4.539
H -0.942 3.572 4.495
H -2.551 3.114 5.108
H -1.150 5.853 4.931
H -2.221 5.241 6.297
H -3.135 6.995 4.458
H -4.221 5.639 4.942
O 3.120 5.149 2.402
C 2.727 4.871 3.484
O 3.105 3.743 4.143
C 2.253 3.501 5.273
C 1.712 4.876 5.632
C 1.636 5.575 4.292
H 2.835 3.094 6.098
H 1.507 2.752 5.016
H 2.297 5.453 6.350
H 0.739 4.842 6.135
H 1.847 6.642 4.221
H 0.708 5.433 3.728
O 0.270 1.384 7.196
C 0.550 0.485 6.461
O 1.824 0.121 6.184
C 1.838 -1.034 5.337
C 0.530 -1.749 5.676
C -0.395 -0.561 5.847
H 2.667 -1.707 5.544
H 1.886 -0.690 4.302
H 0.609 -2.283 6.625
H 0.294 -2.475 4.897
H -1.251 -0.689 6.503
H -0.738 -0.238 4.858
O 7.383 2.218 -0.322
C 6.667 2.084 0.629
O 6.752 2.886 1.707
C 5.801 2.475 2.709
C 4.682 1.796 1.919
C 5.476 1.149 0.786
H 5.467 3.319 3.299
H 6.286 1.738 3.357
H 3.915 2.504 1.616
H 4.293 0.994 2.551
H 4.945 1.049 -0.154
H 5.819 0.161 1.102
O -8.356 0.543 2.771
C -7.275 0.732 2.306
O -6.758 -0.072 1.339
C -5.471 0.357 0.922
C -5.003 1.415 1.947
C -6.311 1.876 2.581
H -5.438 0.808 -0.075
H -4.832 -0.521 0.840
H -4.477 2.214 1.425
H -4.275 1.002 2.647
H -6.693 2.713 1.996
H -6.243 2.052 3.648
O 1.199 -4.610 -4.895
C 1.099 -3.651 -5.608
O 2.046 -2.696 -5.642
C 1.629 -1.558 -6.397
C 0.112 -1.774 -6.616
C -0.059 -3.273 -6.542
H 2.252 -1.447 -7.282
H 1.715 -0.682 -5.756
H -0.061 -1.372 -7.619
H -0.438 -1.227 -5.860
H 0.060 -3.847 -7.459
H -0.958 -3.574 -6.012
O 0.392 4.530 0.237
C -0.424 4.008 -0.459
O -0.055 3.154 -1.445
C -1.196 2.629 -2.148
C -2.355 2.836 -1.190
C -1.940 4.075 -0.393
H -0.960 1.594 -2.372
H -1.349 3.191 -3.073
H -2.507 1.989 -0.517
H -3.329 3.033 -1.642
H -2.283 4.166 0.635
H -2.213 5.018 -0.878
O 3.497 4.387 -0.619
C 3.776 3.647 -1.503
O 3.366 2.348 -1.467
C 3.743 1.622 -2.634
C 4.782 2.519 -3.358
C 4.493 3.911 -2.812
H 2.859 1.450 -3.249
H 4.236 0.675 -2.412
H 4.638 2.414 -4.432
H 5.781 2.186 -3.075
H 3.754 4.392 -3.466
H 5.309 4.618 -2.711
O -2.108 -3.213 -3.820
C -3.135 -3.600 -4.296
O -3.399 -3.508 -5.615
C -4.678 -4.096 -5.937
C -5.390 -4.343 -4.592
C -4.231 -4.388 -3.607
H -4.498 -5.043 -6.444
H -5.204 -3.405 -6.589
H -5.909 -5.295 -4.696
H -6.127 -3.572 -4.377
H -3.817 -5.399 -3.533
H -4.469 -4.035 -2.610
O 1.780 -5.910 2.405
C 2.500 -4.992 2.220
O 3.494 -4.637 3.109
C 4.002 -3.335 2.815
C 3.117 -2.772 1.696
C 2.539 -4.022 1.052
H 5.038 -3.434 2.476
H 4.015 -2.718 3.713
H 3.664 -2.159 0.981
H 2.304 -2.197 2.136
H 3.107 -4.441 0.224
H 1.509 -3.870 0.744
O -0.155 -7.739 0.932
C -0.014 -7.174 -0.105
O 1.187 -6.828 -0.629
C 1.005 -6.232 -1.933
C -0.423 -6.590 -2.359
C -1.136 -6.699 -0.994
H 1.664 -6.691 -2.663
H 1.138 -5.162 -1.802
H -0.493 -7.579 -2.819
H -0.905 -5.876 -3.027
H -2.090 -7.206 -0.952
H -1.283 -5.656 -0.666
C 0.669 -0.481 -0.843
C -0.023 -1.754 -1.245
C 0.735 -2.486 -2.352
F 1.059 -1.670 -3.363
F 1.906 -2.983 -1.827
F -0.219 -2.595 -0.199
F -1.263 -1.489 -1.738
O -0.104 0.298 0.053
C 0.593 0.810 1.115
C -0.364 1.578 2.032
F -1.491 0.886 2.240
F 0.316 1.713 3.204
F 1.109 -0.252 1.800
F 1.590 1.564 0.676
H 0.851 0.141 -1.726
H 1.681 -0.734 -0.515
H 0.217 -3.358 -2.755
H -0.619 2.561 1.632
```

M = 1351.24 g mol⁻¹
Largest force on an atom = 2.1 eV/A
Total charge = 0
Electronic energy = -137464.3801 eV
HOMO-LUMO gap = 9.161 eV
HOMO = -0.3374 Eh

=====

(2)
The following is a DFT calculation (ωB97M-V/def2-TZVPD) of a cluster of 3 separate species, C14H31NO12P2S in total.

XYZ file:
```
61
Properties=species:S:1:pos:R:3
O 3.343 -2.144 -0.940
C 2.228 -2.006 -0.088
C 2.235 -0.572 0.444
O 1.180 0.200 -0.083
C -0.084 -0.077 0.507
C -1.133 -0.386 -0.574
C -1.498 -1.873 -0.523
C -3.078 -2.211 -0.558
O -1.985 -2.366 0.611
O 2.317 -2.920 0.992
C 1.518 -4.046 0.888
N 2.031 -4.995 -0.145
C 1.516 -5.008 -1.238
S 0.976 -4.848 -2.702
H 3.313 -3.018 -1.347
H 1.337 -2.199 -0.697
H 2.178 -0.629 1.535
H 3.173 -0.090 0.174
H 0.008 -0.908 1.212
H -0.425 0.783 1.088
H -2.080 0.111 -0.402
H -0.732 -0.235 -1.575
H -0.875 -2.563 -1.098
H -2.852 -2.971 -1.369
H -3.724 -2.908 -0.020
H 1.565 -4.556 1.846
H 0.469 -3.795 0.699
C -9.482 -0.505 -0.117
O -8.246 -0.007 -0.652
P -7.220 0.691 0.332
O -7.822 1.409 1.458
O -6.347 1.569 -0.654
C -7.018 2.601 -1.387
O -6.233 -0.476 0.719
C -5.438 -0.333 1.907
H -10.272 0.217 -0.315
H -9.707 -1.441 -0.622
H -9.413 -0.678 0.955
H -7.720 3.139 -0.748
H -7.548 2.167 -2.235
H -6.260 3.291 -1.747
H -5.989 -0.731 2.758
H -5.184 0.709 2.096
H -4.525 -0.905 1.761
C 7.083 3.776 2.160
O 6.280 3.607 0.983
P 6.741 2.553 -0.106
O 8.189 2.371 -0.229
O 5.999 3.061 -1.407
C 6.339 4.365 -1.895
O 5.923 1.258 0.271
C 6.387 -0.014 -0.217
H 7.715 4.653 2.038
H 6.410 3.924 3.001
H 7.710 2.905 2.346
H 7.417 4.525 -1.856
H 5.830 5.125 -1.303
H 6.005 4.425 -2.927
H 7.086 -0.442 0.498
H 6.872 0.082 -1.187
H 5.520 -0.664 -0.313
```

SMILES = O[C@H](COCC[C@@H]1CO1)OCN=C=S.COP(=O)(OC)OC.COP(=O)(OC)OC
M = 499.41 g mol⁻¹
Largest force on an atom = 2.7 eV/A
Total charge = 0
Electronic energy = -70492.1625 eV
HOMO-LUMO gap = 9.075 eV
HOMO = -0.3339 Eh

=====

(3)
The following is a DFT calculation (ωB97M-V/def2-TZVPD) of a cluster of 2 separate species, C3H11NOS2 in total.

XYZ file:
```
18
Properties=species:S:1:pos:R:3
N -1.700 1.964 -0.985
C -0.588 1.127 -1.453
C -0.872 -0.376 -1.468
S -0.451 -1.183 0.130
S 1.219 -0.497 0.891
C 2.721 -1.398 0.390
H -2.587 1.490 -1.102
H -1.633 2.083 0.023
H -0.545 1.411 -2.530
H 0.307 1.369 -0.888
H -1.930 -0.585 -1.660
H -0.349 -0.815 -2.305
H 3.346 -0.829 -0.317
H 3.255 -1.632 1.308
H 2.535 -2.171 -0.357
H -0.963 -0.765 3.256
H -0.552 0.649 3.795
O -1.214 0.159 3.272
```

SMILES = CSSCCN.O
M = 141.26 g mol⁻¹
Largest force on an atom = 2.3 eV/A
Total charge = 0
Electronic energy = -28496.8300 eV
HOMO-LUMO gap = 9.366 eV
HOMO = -0.3205 Eh